Arrangement 1

{"formula": "C5H5NO2", "method": "ωB97M-V/def2-TZVPD", "homo_ev": -9.9176, "charge": 0, "molar_mass_da": 111.1, "multiplicity": 1, "elements": ["C", "C", "C", "C", "C", "H", "H", "H", "H", "H", "N", "O", "O"], "coordinates": [[-1.2863, -0.3689, -0.0289], [-0.5704, 0.4857, 0.9780], [-0.4129, 0.4123, -1.0220], [0.9934, -0.0128, -0.6909], [0.8981, 0.0180, 0.7948], [-0.9914, 0.8146, 1.9615], [-0.7622, 0.6073, -1.9909], [1.7830, 0.4574, -1.2847], [0.5106, -1.9208, -0.1786], [1.5587, 0.2471, 1.5874], [1.2013, -1.2125, 0.0002], [-2.2901, -1.0396, -0.0236], [-0.6319, 1.5123, -0.1025]]}

---

Arrangement 2

{"formula": "C5H5NO2", "method": "ωB97M-V/def2-TZVPD", "homo_ev": -10.2291, "charge": 0, "molar_mass_da": 111.1, "multiplicity": 1, "elements": ["C", "C", "C", "C", "C", "N", "O", "O", "H", "H", "H", "H", "H"], "coordinates": [[1.7510, 1.0468, -1.0017], [0.9417, 0.7141, -0.1732], [1.3546, -2.9360, -1.6019], [5.1731, 0.1244, 1.2462], [0.0803, 0.4504, 0.9865], [0.8841, -1.9403, -1.9412], [4.4487, 0.9966, 1.4887], [5.9146, -0.7688, 1.0962], [2.0998, 1.2719, -1.9252], [-0.2514, -0.5198, 0.8243], [-0.7173, 1.2152, 0.9479], [0.6987, 0.6603, 1.8843], [0.7880, -1.1668, -2.5798]]}

---

Relative energies in kJ/mol: arrangement 1 71.4; arrangement 2 0.0

---

Arrangement 1

{"formula": "C5H5NO2", "method": "ωB97M-V/def2-TZVPD", "homo_ev": -10.3146, "charge": 0, "molar_mass_da": 111.1, "multiplicity": 1, "smiles": "CC1=CC(=O)NC1=O", "elements": ["C", "C", "C", "C", "C", "H", "H", "H", "H", "H", "N", "O", "O"], "coordinates": [[-0.7253, 1.1857, -1.3735], [-0.0968, 0.2786, -0.4005], [1.2203, 0.1347, -0.0433], [1.2921, -0.7772, 1.1409], [-0.9783, -0.5765, 0.5242], [-1.4183, 1.9149, -0.8678], [0.0711, 1.7483, -1.8939], [-1.2900, 0.6527, -2.1506], [2.0596, 0.5073, -0.5962], [-0.2051, -2.0120, 2.0002], [-0.0243, -1.2055, 1.3937], [2.2805, -1.1946, 1.7118], [-2.1855, -0.6563, 0.5550]]}

---

Arrangement 2

{"formula": "C5H5NO2", "method": "ωB97M-V/def2-TZVPD", "homo_ev": -9.7085, "charge": 0, "molar_mass_da": 111.1, "multiplicity": 1, "smiles": "C#C[C@H](C=O)ON=C", "elements": ["C", "C", "C", "C", "C", "H", "H", "H", "H", "H", "N", "O", "O"], "coordinates": [[0.2506, 0.7628, -2.7904], [0.2222, -0.6923, 0.3740], [1.1925, 0.1580, 1.2644], [-1.1939, -0.5005, 0.8050], [-2.3767, -0.2236, 0.9521], [0.0178, 1.7231, -3.2189], [0.4589, -0.0631, -3.4740], [0.5573, -1.7081, 0.6359], [2.1023, 0.5113, 0.7455], [-3.3818, 0.0335, 1.0429], [0.1188, 0.6471, -1.5196], [0.3952, -0.5788, -1.0220], [0.9605, 0.3221, 2.4315]]}

---

Arrangement 3

{"formula": "C5H5NO2", "method": "ωB97M-V/def2-TZVPD", "homo_ev": [-8.5601, -8.5584], "charge": 0, "molar_mass_da": 111.1, "multiplicity": 1, "elements": ["C", "C", "C", "C", "C", "N", "O", "O", "H", "H", "H", "H", "H"], "coordinates": [[-1.9102, 2.1097, -0.7640], [-1.4421, 0.3346, 0.8990], [1.9663, 0.0580, 0.3051], [-0.6907, -0.7696, 0.7320], [0.1151, -1.2091, -0.6475], [-1.5755, 1.2376, -0.0266], [3.0678, 0.5716, 0.4239], [1.4018, -0.4408, -0.8272], [-1.9095, 3.2061, -0.8020], [1.7598, -0.1879, 1.3925], [-0.8060, -1.6013, 1.3888], [0.4361, -2.2167, -0.5062], [-0.4127, -1.0922, -1.5677]]}

---

Relative energies in kJ/mol: arrangement 1 0.0; arrangement 2 500.8; arrangement 3 618.2

---

Arrangement 1

{"formula": "C37H23Cl2CrF6N7O3SSbSe", "method": "ωB97M-V/def2-TZVPD", "homo_ev": [-5.3099, -8.5024], "charge": 0, "molar_mass_da": 1083.3, "multiplicity": 6, "elements": ["Cr", "Cl", "C", "C", "C", "Cl", "C", "C", "C", "C", "N", "C", "C", "O", "H", "H", "H", "H", "Se", "N", "C", "C", "C", "C", "C", "N", "C", "C", "N", "C", "C", "C", "C", "C", "N", "H", "H", "H", "H", "H", "H", "C", "C", "C", "C", "C", "C", "C", "S", "O", "O", "N", "C", "C", "C", "C", "C", "C", "C", "C", "N", "C", "H", "H", "H", "H", "H", "H", "H", "H", "H", "H", "H", "H", "H", "F", "Sb", "F", "F", "F", "F", "F"], "coordinates": [[-0.0889, -1.0148, -0.0081], [-0.7688, 2.5851, 3.1183], [0.8183, 1.9498, 3.1697], [1.7653, 2.5114, 3.9954], [3.0567, 2.0000, 4.0288], [4.1974, 2.7624, 5.0522], [3.4424, 0.8606, 3.2582], [4.7299, 0.2968, 3.2521], [4.9628, -0.8094, 2.4749], [3.9085, -1.3632, 1.7354], [2.6933, -0.8526, 1.7382], [2.4737, 0.2468, 2.4492], [1.1269, 0.8222, 2.3154], [0.3113, 0.4210, 1.4722], [1.5109, 3.3630, 4.6099], [5.5180, 0.7397, 3.8448], [5.9447, -1.2586, 2.4292], [4.0552, -2.2348, 1.1099], [-3.6135, -7.7691, -0.0593], [-2.8538, -6.7941, 1.2340], [-2.3398, -5.7386, 0.6717], [-1.6202, -4.7003, 1.4122], [-1.3829, -4.7549, 2.7586], [-0.6669, -3.7073, 3.3803], [-0.2280, -2.6604, 2.6033], [-0.4476, -2.5671, 1.2885], [-1.1453, -3.5855, 0.6620], [-1.3383, -3.4753, -0.7210], [-0.8445, -2.3501, -1.3332], [-0.8669, -2.2574, -2.6621], [-1.4437, -3.2205, -3.4666], [-2.0232, -4.3432, -2.8606], [-1.9740, -4.4840, -1.4946], [-2.5117, -5.6329, -0.7716], [-3.1598, -6.6081, -1.3422], [-1.7432, -5.6028, 3.3260], [-0.4480, -3.7228, 4.4373], [0.3342, -1.8476, 3.0442], [-0.3992, -1.3777, -3.0869], [-1.4314, -3.0987, -4.5388], [-2.4974, -5.1158, -3.4517], [0.5274, 7.1668, -0.6264], [0.6404, 5.7071, -0.9685], [1.2308, 5.2949, -2.1584], [1.3191, 3.9500, -2.4868], [0.8107, 3.0133, -1.6026], [0.2211, 3.3945, -0.4065], [0.1372, 4.7395, -0.0983], [0.9986, 1.3062, -1.9918], [1.0623, 1.1847, -3.4149], [2.1927, 0.9188, -1.2005], [-0.2305, 0.5616, -1.3089], [-1.5357, 0.9300, -1.6506], [-1.9340, 1.7326, -2.6930], [-3.2965, 2.0607, -2.8629], [-4.2583, 1.5970, -2.0141], [-3.8865, 0.7548, -0.9396], [-4.8068, 0.2194, -0.0108], [-4.3653, -0.5854, 0.9986], [-2.9935, -0.8846, 1.0817], [-2.1127, -0.4071, 0.2340], [-2.5332, 0.4188, -0.7697], [1.1428, 7.7761, -1.2863], [0.8392, 7.3533, 0.4018], [-0.5056, 7.5068, -0.7220], [1.6325, 6.0356, -2.8388], [1.7837, 3.6232, -3.4075], [-0.1772, 2.6420, 0.2609], [-0.3280, 5.0463, 0.8317], [-1.2085, 2.1091, -3.4001], [-3.5727, 2.6965, -3.6939], [-5.3007, 1.8531, -2.1516], [-5.8591, 0.4548, -0.1150], [-5.0432, -1.0119, 1.7238], [-2.6179, -1.5399, 1.8572], [1.5633, -1.5678, -0.5360], [3.9699, -0.2226, -1.7652], [4.2531, -1.8303, -0.8209], [4.5226, 0.6414, -0.1791], [5.6457, -0.5929, -2.5415], [4.1264, 1.4019, -2.7312], [2.9341, -1.0592, -3.0718]]}

---

Arrangement 2

{"formula": "C37H23Cl2CrF6N7O3SSbSe", "method": "ωB97M-V/def2-TZVPD", "homo_ev": [-4.5940, -7.6687], "charge": 0, "molar_mass_da": 1083.3, "multiplicity": 6, "elements": ["Cr", "Cl", "C", "C", "C", "Cl", "C", "C", "C", "C", "N", "C", "C", "O", "H", "H", "H", "H", "Se", "N", "C", "C", "C", "C", "C", "N", "C", "C", "N", "C", "C", "C", "C", "C", "N", "H", "H", "H", "H", "H", "H", "C", "C", "C", "C", "C", "C", "C", "S", "O", "O", "N", "C", "C", "C", "C", "C", "C", "C", "C", "N", "C", "H", "H", "H", "H", "H", "H", "H", "H", "H", "H", "H", "H", "H", "F", "Sb", "F", "F", "F", "F", "F"], "coordinates": [[1.2548, 0.6535, 0.3567], [-1.5131, 4.8207, 1.1264], [-0.1620, 4.6402, 0.1191], [0.3496, 5.7250, -0.5728], [1.4158, 5.5734, -1.4432], [2.0207, 6.9463, -2.2614], [2.0109, 4.3062, -1.6735], [3.0832, 4.0659, -2.5494], [3.5729, 2.7725, -2.6524], [3.0160, 1.7582, -1.8910], [2.0191, 1.9604, -1.0288], [1.5117, 3.2090, -0.9360], [0.4451, 3.3519, 0.0150], [0.1274, 2.3617, 0.7328], [-0.0890, 6.6991, -0.4256], [3.5144, 4.8772, -3.1124], [4.4041, 2.5498, -3.3000], [3.3852, 0.7438, -1.9708], [-4.4108, -3.3486, 4.3685], [-2.6684, -3.0430, 4.4943], [-2.3239, -2.1755, 3.5576], [-0.9883, -1.7145, 3.3397], [0.0334, -2.1051, 4.1962], [1.3155, -1.6651, 3.9329], [1.5250, -0.8985, 2.7975], [0.5823, -0.5024, 1.9515], [-0.7081, -0.8558, 2.2311], [-1.7847, -0.3441, 1.4541], [-1.5310, 0.5671, 0.4908], [-2.5156, 1.1578, -0.1330], [-3.8658, 0.8109, 0.0606], [-4.1570, -0.1801, 0.9646], [-3.1275, -0.7604, 1.7029], [-3.3875, -1.7269, 2.7191], [-4.5779, -2.2448, 2.9838], [-0.2119, -2.7247, 5.0443], [2.1428, -1.8952, 4.5834], [2.5363, -0.5962, 2.5715], [-2.9670, 2.4956, -1.4138], [-4.6371, 1.3279, -0.4865], [-5.1689, -0.5094, 1.1483], [-5.2187, -3.6218, -1.8722], [-4.0348, -2.7123, -1.9668], [-3.9638, -1.7404, -2.9584], [-2.8815, -0.8822, -3.0275], [-1.8549, -0.9999, -2.1098], [-1.8978, -1.9718, -1.1260], [-2.9847, -2.8233, -1.0595], [-0.5534, 0.2868, -2.2109], [-2.1710, 2.1226, -1.0153], [-0.0422, 0.1586, -3.5765], [0.5637, -0.3946, -1.1568], [1.3091, -1.4451, -1.5797], [1.0229, -2.3557, -2.5981], [1.9109, -3.3932, -2.8679], [3.0963, -3.5377, -2.1809], [3.4478, -2.6182, -1.1730], [4.6604, -2.6269, -0.4540], [4.9061, -1.6135, 0.4453], [3.9442, -0.6311, 0.6645], [2.7577, -0.6322, 0.0632], [2.5288, -1.5892, -0.8674], [-6.0174, -3.2843, -2.5266], [-5.5898, -3.6613, -0.8500], [-4.9382, -4.6323, -2.1643], [-4.7681, -1.6524, -3.6762], [-2.8128, -0.1307, -3.7991], [-1.0871, -2.0619, -0.4181], [-3.0230, -3.5808, -0.2907], [0.1226, -2.2547, -3.1814], [1.6573, -4.0944, -3.6500], [3.7723, -4.3422, -2.4196], [5.3878, -3.4022, -0.6365], [5.8316, -1.5713, 0.9950], [4.1472, 0.1906, 1.3369], [2.3558, 1.7503, 1.8155], [1.8329, 3.1042, 3.2943], [-0.0532, 3.3699, 3.2372], [2.2054, 4.3758, 1.8944], [1.8449, 4.4715, 4.5973], [3.6875, 2.8236, 3.6736], [1.4287, 1.5203, 4.3041]]}

---

Relative energies in kJ/mol: arrangement 1 0.0; arrangement 2 104.2

---

Arrangement 1

{"formula": "CoH12O6", "method": "ωB97M-V/def2-TZVPD", "homo_ev": [-19.7769, -19.1417], "charge": 2, "molar_mass_da": 167.0, "multiplicity": 4, "elements": ["Co", "O", "H", "H", "O", "H", "H", "O", "H", "H", "O", "H", "H", "O", "H", "H", "O", "H", "H"], "coordinates": [[-0.0257, 0.2478, -0.2021], [1.8183, -0.1822, 0.6659], [2.7593, 0.0578, 0.6839], [1.8973, -1.1432, 0.8809], [-0.2487, -1.7832, -0.7021], [0.5373, -2.2192, -0.9991], [-0.6637, -2.4592, -0.1451], [0.1003, 2.0688, 0.8309], [0.9423, 2.0578, 1.3979], [-0.1787, 2.9768, 0.9929], [0.6503, 0.5398, -2.1001], [1.5593, 0.6288, -2.3591], [0.0893, 0.4418, -2.9091], [-0.6647, -0.6762, 1.7269], [-1.2077, -1.4282, 1.7479], [-0.3777, -0.4872, 2.6869], [-1.9417, 0.5268, -0.8511], [-2.4817, -0.2562, -1.0081], [-2.5637, 1.0878, -0.3381]]}

---

Arrangement 2

{"formula": "CoH12O6", "method": "ωB97M-V/def2-TZVPD", "homo_ev": [-19.9529, -19.0456], "charge": 2, "molar_mass_da": 167.0, "multiplicity": 4, "elements": ["Co", "O", "H", "H", "O", "H", "H", "O", "H", "H", "O", "H", "H", "O", "H", "H", "O", "H", "H"], "coordinates": [[-0.0466, -0.0898, 0.0146], [1.2450, -1.4776, 1.0703], [1.5494, -2.3960, 1.1607], [1.6041, -1.0241, 1.8460], [-1.7239, -1.1447, -0.8123], [-1.9437, -2.0897, -0.8679], [-2.3590, -0.6908, -1.3908], [-0.9042, 1.6625, -0.8896], [-0.6728, 1.9526, -1.7883], [-1.3166, 2.4333, -0.4673], [1.0287, -0.7004, -1.6662], [0.5983, -0.9690, -2.4943], [1.8862, -1.1556, -1.6528], [-1.1824, 0.2414, 1.6701], [-2.0157, -0.1635, 1.9648], [-1.0380, 1.0021, 2.2576], [1.4564, 1.3056, 0.5953], [1.8754, 1.9714, 0.0259], [1.9593, 1.3324, 1.4243]]}

---

Relative energies in kJ/mol: arrangement 1 49.8; arrangement 2 0.0